A cluster of 9 separate species, C42H107N10O9 in total in a non-equilibrium geometry. Source: OMol25; level of theory: ωB97M-V with the def2-TZVPD basis set.

Geometry as XYZ:
```
168
C42H107N10O9 ωB97M-V with the def2-TZVPD basis set
H 0.68759 -4.18534 -0.28153
H 5.26880 6.42318 -6.27932
H 0.60164 -4.60031 6.11896
H -0.86345 3.45484 2.57421
H -1.67677 -0.24708 -6.05075
H -2.96989 8.46493 -5.30637
H -1.82869 -2.69310 1.48703
H -10.72217 -3.08748 1.24507
H -3.68892 -2.62568 2.42917
H 4.83196 -5.34160 5.66772
C -2.07721 -5.26886 3.42001
C -1.77018 -0.22610 -3.45220
C 2.74031 -4.94718 -1.89389
N 0.16687 -3.72534 6.39468
H 5.36813 4.32185 -10.05994
H -0.78951 -4.10870 1.61817
H -2.22952 -5.69030 2.42580
H 2.87015 -8.71670 5.00307
C -3.46905 1.79048 -5.37813
H -1.67782 5.06914 -3.27449
C 5.38363 4.68400 -9.03299
N 0.49786 -4.94112 -0.93510
N 5.32086 3.09927 -5.61835
H 0.08362 3.16238 1.10454
C -3.45910 -3.13330 3.36400
N -2.21510 9.31059 -3.57335
C -7.82158 -5.20103 3.64290
H -4.04231 2.62902 -5.77092
H 1.49490 -6.68319 5.49747
H 2.53287 -5.74419 4.71519
H -4.00966 6.47720 -4.06124
H 4.82168 2.81367 -6.45641
H -1.99943 2.15178 -6.87161
H -1.79099 6.25752 -5.10540
H 0.58005 -2.16975 1.63103
H -1.28753 -0.99389 3.72215
H 3.36717 -4.58679 -2.71080
H 1.14546 1.01763 5.35174
N -1.39072 3.02965 -5.08289
H -0.12519 1.45833 4.47387
H 7.20835 5.36905 -7.38103
C -9.92985 -3.69041 1.68509
H -0.59101 -0.50665 6.29732
C -2.01023 1.91394 -5.80380
H -1.81563 6.19610 -1.89634
O -7.04733 -4.21842 2.98108
C 0.86195 3.02971 5.22719
C -0.69782 -3.57214 7.41158
C 5.11048 -7.02906 3.35246
H -1.14139 -5.67902 3.81947
H 5.90996 -7.59945 3.83327
H -3.58108 7.31112 -2.56093
N 2.30765 -6.08754 5.64688
H -1.72772 9.00226 -2.73701
H -1.24361 2.73165 -4.12214
H 5.22545 -5.97224 3.60673
C 1.99831 4.14779 -0.93451
H 0.49316 4.53240 2.15426
H -8.72746 -4.78317 4.08752
H -2.32405 -0.98828 -4.01151
H 4.60520 -8.60438 5.30754
H 4.03502 5.18648 -6.55368
O 1.16511 -2.29242 4.76694
C -0.49830 -0.94288 2.96783
H -0.04043 -3.19478 -3.02118
C -7.38238 -3.98967 1.62547
C 0.13934 3.49753 2.13994
H -1.55836 -3.41652 4.30594
C -0.01199 -2.33039 2.54137
H -9.99287 -4.69614 1.26613
H 2.89045 -6.02124 -1.79699
H 3.08640 -4.48643 -0.96768
H 0.32769 -0.32766 3.33382
N 2.30662 5.41808 -3.06990
H -4.67344 8.07675 -3.70129
H -0.29756 5.34018 -2.19553
O 1.03693 3.28742 -1.51727
H 1.67453 6.15176 -2.76385
H 4.47233 3.25040 -1.62536
H 3.67208 3.17171 -3.20343
H -6.49630 -3.52223 1.18709
H -3.91609 0.86699 -5.75066
H 6.03751 2.39018 -5.49489
C -3.78520 7.45134 -3.62269
C 1.26740 -4.64821 -2.14889
H -0.49338 -4.85508 -1.14140
H 6.62490 4.61117 -5.06090
C 0.34433 -2.48685 5.78795
H -1.52412 9.83688 -4.09856
H 4.85637 4.41185 -2.89814
H 0.01488 5.02397 5.08862
H 5.78242 5.70297 -9.02497
H 2.60090 2.58470 4.06316
C 1.68724 3.17328 3.94391
C -0.29513 4.01272 5.35398
H 0.92131 -5.33392 -2.92748
H 7.68994 3.72438 -6.95035
O 3.83604 -7.53353 3.71286
C 2.39410 -1.72997 -1.43115
H -1.04374 -4.36539 8.06659
H -3.55880 -2.37480 4.14925
C -1.18342 -3.25218 2.17030
C 2.97357 4.79791 -1.92248
H 2.54089 3.61402 -0.14056
H -1.13071 3.73224 4.71170
H -1.22963 -0.71368 -2.64231
H 4.35756 4.70349 -8.65736
H 2.29275 -0.70904 -1.06226
C 0.99362 -3.23315 -2.66870
C 4.61730 -6.07624 6.44404
H -0.66297 4.02809 6.37894
C 3.71646 -8.02547 5.02878
H 1.41563 4.94074 -0.45614
H -2.87468 -5.61800 4.08003
C 4.87096 5.47401 -5.91524
C 3.42317 -6.94863 6.07614
H 1.71239 4.72361 -3.51331
H -8.32439 -2.04043 3.14139
O 1.08939 -2.21762 -1.68517
C -1.43994 7.17869 -4.62154
H 5.20423 -7.13631 2.27361
O 1.04927 2.63776 2.80424
N -8.46603 -1.80581 2.16334
H -8.10012 -6.00977 2.96117
H -7.20748 -5.61319 4.44320
H -0.45527 3.19134 -5.44443
C 5.94925 4.39465 -5.89544
C -8.57406 -3.05224 1.40276
H -2.48307 0.47835 -3.01419
H 3.10374 -7.47116 6.98192
H 1.64188 -2.99291 -3.52132
C 6.82722 4.36500 -7.15099
H -0.90004 -0.43081 2.08812
C 4.04850 3.84679 -2.43732
C -1.18205 0.63583 -5.62431
N -1.06214 -2.29281 7.49469
H 1.54476 3.21092 6.06213
H -7.53735 -4.94785 1.11174
H 2.16092 1.59841 -1.03547
H -0.23610 0.77212 -6.15391
O -0.64413 6.85607 -3.49699
H 1.98553 4.21524 3.77312
O -0.81879 0.41847 -4.27686
H -8.54990 -2.78515 0.34183
H -10.12737 -3.75090 2.75542
H -4.21985 -3.88585 3.57130
H 4.41457 -5.52846 7.36360
C 1.46509 1.96621 -1.79742
C -2.03299 -3.73180 3.37068
C -1.15009 5.81992 -2.67900
O 6.20981 3.80763 -8.29229
H -3.57170 1.80903 -4.29313
H 2.91808 -2.32198 -0.67554
H 2.99477 -1.71313 -2.34495
H -7.62875 -1.30300 1.88702
H 5.51148 -6.67984 6.59928
H 0.58496 -4.02775 3.79371
H 4.46200 5.63204 -4.91854
H 3.47195 5.60061 -1.36929
H 1.93386 1.89124 -2.78055
H -0.76276 7.68079 -5.31715
H 1.93556 -3.12544 3.11457
N 0.35344 1.65666 5.34827
H 0.57376 1.33780 -1.80264
H -1.70226 -1.93445 8.18321
C -0.45120 -1.56426 6.48999
C -2.61210 8.12143 -4.33076
C 0.93520 -3.02208 3.53854
```

Output
HOMO level = -10.0 eV
charge = +1
largest force on an atom = 0.0381 Eh/bohr
spin multiplicity = 1
DFT total energy = -2888.7904 a.u.
molar mass = 896.38 g/mol
frontier orbital gap = 7.64 eV
relative energy (zero: lowest compared OMol25 entry of this formula, charge and spin) = 0.0000 eV
LUMO energy = -2.3574 eV